[1]
14
Properties=species:S:1:pos:R:3 method="wB97M-V/def2-TZVPD" lumo_ev=1.02 relative_energy_ev=1.122 smiles="CC1=CCOC1" largest_force_ha_per_bohr=0.006 molar_mass_g_mol=84.12 orbital_gap_ev=9.883
H -1.734 0.780 -0.671
H 0.716 1.191 -1.963
C -0.554 -1.628 0.771
C 1.098 1.296 -0.937
C -1.155 0.551 0.238
C 0.669 -0.852 0.360
H -1.329 1.365 0.960
H 2.163 1.037 -0.960
H 0.997 2.353 -0.669
H 1.664 -1.279 0.297
O -1.595 -0.664 0.821
H -0.777 -2.385 -0.003
H -0.501 -2.148 1.737
C 0.313 0.356 -0.068



[2]
7
Properties=species:S:1:pos:R:3 method="wB97M-V/def2-TZVPD" lumo_ev="-1.71 / -1.58" relative_energy_ev=6.543 largest_force_ha_per_bohr=0.027 molar_mass_g_mol=90.10 orbital_gap_ev="7.830 / 7.947"
O 3.123 -0.963 -0.380
H -1.860 0.496 0.757
H -1.633 -0.126 -0.966
O -0.242 -0.892 0.465
C -1.198 0.092 0.001
C 0.233 0.268 0.120
S 1.576 1.125 0.002



[3]
66
Properties=species:S:1:pos:R:3 method="wB97M-V/def2-TZVPD" lumo_ev=0.33 relative_energy_ev=10.047 smiles=CC(C)O.CC(C)O.CC(C)O.CC(C)O.CO.CO.CO largest_force_ha_per_bohr=0.268 molar_mass_g_mol=336.51 orbital_gap_ev=9.421
H 0.588 -0.302 0.740
H -0.435 0.471 -1.185
H -4.253 0.880 7.036
H -4.061 2.782 5.668
H 3.832 1.565 -0.211
C 1.385 1.768 -3.702
H 1.707 2.524 0.975
O 0.298 -0.927 0.094
H 3.637 -4.829 -0.993
H -2.130 -0.356 -6.233
H -2.460 -1.216 -1.751
H 4.923 -3.737 -1.043
C 1.929 2.873 -2.891
H -4.923 0.462 4.854
H -2.519 -1.135 -3.931
O -3.162 0.102 4.283
C -2.469 -0.107 -4.294
O 1.729 -3.330 -0.202
H -4.030 2.610 3.950
H 1.253 0.884 -3.148
O -0.438 0.422 5.220
C -1.735 0.100 0.455
H 4.170 -3.848 0.656
H -1.349 0.240 5.010
H -0.864 -1.923 -2.259
H -3.561 0.201 3.305
H -1.975 0.748 -3.577
O -1.730 0.073 -5.506
H -2.313 -0.721 1.201
C -1.506 -1.556 -1.415
H 2.098 3.863 -3.157
H 3.249 -1.887 -0.433
H 1.629 0.511 -5.643
C 3.982 -3.970 -0.516
H 3.311 0.052 0.603
C -3.595 2.190 4.854
C -3.942 0.694 5.173
H 3.486 -2.180 -2.787
O 0.096 1.977 -4.157
H -1.321 0.986 0.904
H 1.227 2.837 -2.004
C 3.352 1.153 0.658
H 1.292 0.644 4.037
C 2.659 -2.862 -2.368
H -3.447 0.156 -4.401
H 3.864 1.468 1.301
H -1.884 -2.368 -0.869
O 1.911 1.553 0.679
H -2.485 2.394 4.952
H 2.115 2.144 -5.814
C -0.778 -0.384 -0.568
C 0.242 0.340 3.994
H 0.146 -0.689 3.727
H -2.330 0.837 -0.099
C 2.988 -2.959 -0.824
H -2.854 0.363 6.920
H 0.049 1.003 3.279
H 2.399 -3.849 -2.580
H -4.195 -0.761 6.741
H 1.147 -2.496 -0.009
H 2.961 2.564 -2.371
H 3.160 1.246 -4.763
C -3.749 0.198 6.561
C 2.093 1.474 -4.993
H 1.786 -2.179 -2.522
H -0.201 1.219 -4.613



[4]
47
Properties=species:S:1:pos:R:3 method="wB97M-V/def2-TZVPD" lumo_ev=-3.58 largest_force_ha_per_bohr=0.034 total_charge=+1 molar_mass_g_mol=786.51 orbital_gap_ev=7.404
C -0.704 1.278 0.304
C -1.563 -0.298 -5.167
C -0.651 -1.723 4.332
O 1.105 -1.191 -1.026
H -0.661 -1.126 3.426
O 2.065 -3.189 -1.611
H 1.243 -1.123 5.176
Br -2.404 1.722 -3.297
C 0.754 -2.020 4.817
O -1.123 2.354 0.063
C -3.224 4.567 -1.214
H -1.519 -0.640 -3.032
H 3.633 -5.672 -0.297
Br -1.433 -0.440 5.651
B 0.143 -0.837 0.046
H 3.609 1.832 2.795
H 2.417 -6.573 -1.035
Br -2.202 5.649 -3.660
H -1.630 5.948 -1.246
H 0.724 -2.732 5.637
C 0.292 -3.098 -0.024
N 2.658 -5.681 -0.597
H 2.234 2.809 3.193
H -0.272 0.369 -3.492
O 0.870 -0.189 1.165
C 0.332 0.979 1.398
O -0.439 -2.127 0.466
O 0.243 -4.263 0.251
H -1.311 -2.571 4.189
O 0.646 1.745 2.278
N 3.122 2.723 2.684
H -3.757 3.928 -1.912
Br 1.870 -2.803 3.449
C 1.316 -2.474 -1.004
H -3.093 4.012 -0.291
H 3.764 3.495 2.885
Br -1.173 1.070 -6.536
C -1.305 0.147 -3.758
H -2.620 -0.486 -5.331
H 2.903 2.780 1.682
Br -4.421 6.049 -0.733
H 2.046 -5.484 0.204
C -1.910 5.046 -1.781
H 2.485 -4.971 -1.331
H -1.027 -1.200 -5.453
O -0.871 0.138 -0.377
H -1.163 4.271 -1.884



[5]
27
Properties=species:S:1:pos:R:3 method="wB97M-V/def2-TZVPD" lumo_ev=0.20 relative_energy_ev=2.521 smiles=O.O.O.O.O.O.O.O.O largest_force_ha_per_bohr=0.085 molar_mass_g_mol=162.14 orbital_gap_ev=11.001
H 2.627 0.522 0.057
H 1.796 -0.871 -1.380
H -1.452 -3.189 -1.377
O -0.191 -0.670 1.000
H -2.642 -0.840 -2.980
O 0.738 2.606 0.671
O 2.229 0.513 0.985
H -1.656 -1.339 -1.925
H -2.290 1.752 1.319
O -1.749 -0.694 -2.653
H -0.095 2.741 0.281
H 0.701 -0.338 0.988
H 2.849 -1.825 -0.940
H -0.320 -2.243 -1.622
O 1.910 -1.724 -1.033
H -1.941 0.512 0.737
H -0.671 0.400 -1.856
H 1.618 1.268 0.956
O 0.441 0.704 3.705
H -0.109 -1.457 0.484
O 0.108 0.869 -1.487
O -0.985 -2.494 -0.960
H 0.258 0.170 2.902
H 0.002 1.114 -0.623
H -0.220 0.304 4.246
O -2.361 1.364 0.446
H 1.401 2.841 0.049



[6]
25
Properties=species:S:1:pos:R:3 method="wB97M-V/def2-TZVPD" lumo_ev=0.44 relative_energy_ev=3.444 largest_force_ha_per_bohr=0.095 molar_mass_g_mol=213.20 orbital_gap_ev=8.688
H 0.400 1.694 1.274
H -2.735 1.716 -2.080
N 3.186 -1.355 0.738
H 3.504 -1.388 3.722
C -2.417 0.687 -2.252
H -1.708 1.789 0.161
F 3.278 2.102 2.172
F 2.347 2.760 0.310
H 2.089 -0.428 3.885
H 1.749 -1.993 3.399
C 2.228 -0.218 0.713
C -0.212 -0.447 -1.896
C 0.165 0.965 0.413
H 1.724 -1.255 -1.599
C -1.189 0.459 -1.463
C -0.952 1.248 -0.307
C 1.108 0.016 -0.086
H -0.531 -1.122 -2.779
F 4.365 1.775 0.301
C 3.166 1.795 0.805
C 2.431 -1.218 3.252
H -2.264 0.569 -3.332
C 0.915 -0.747 -1.240
H -3.266 0.045 -2.021
C 2.569 -1.021 1.833



[7]
58
Properties=species:S:1:pos:R:3 method="wB97M-V/def2-TZVPD" lumo_ev=-0.21 relative_energy_ev=2.201 smiles="CC(C)c1ccc(N(C(=O)c2csnn2)[C@@H](C(=O)NC(C)(C)C)c2cccnc2)cc1" largest_force_ha_per_bohr=0.030 molar_mass_g_mol=437.57 orbital_gap_ev=8.655
C 6.157 -0.826 -0.187
C -4.962 -1.887 -1.931
C -1.517 3.566 1.007
H 1.532 1.258 -0.433
C -1.745 0.517 -2.586
C -1.241 -1.059 -0.103
N -0.221 -0.610 -1.044
N -4.920 -1.001 -0.952
C 5.320 -0.867 2.190
N -3.407 1.933 -2.300
C 1.926 0.260 -0.310
H 6.041 0.253 -0.237
C 3.218 0.063 0.134
C -1.484 2.264 1.805
H 3.829 0.922 0.365
C -2.627 -2.302 -1.775
N -1.396 1.177 0.828
H 7.170 -1.048 0.141
C 1.624 -2.114 -0.469
H 5.192 0.212 2.189
C -3.759 -0.747 -0.376
O -1.286 -0.601 2.246
H 0.655 2.309 2.124
H -2.756 1.157 3.148
H -2.209 -0.394 -4.544
H -0.290 3.037 3.430
C -1.328 -0.122 1.131
H 6.018 -1.232 -1.186
H -0.227 1.279 3.253
C 2.919 -2.300 -0.021
C -2.565 -1.350 -0.760
H -3.639 2.157 1.983
H -2.834 2.909 3.365
C -2.441 0.282 -3.749
C 3.734 -1.219 0.290
N -2.337 1.464 -1.830
H -3.920 -3.308 -3.165
H 4.588 -1.299 2.869
H 3.303 -3.304 0.085
H -5.936 -2.051 -2.372
C -0.254 2.221 2.714
H -3.787 -0.023 0.426
H 1.011 -2.969 -0.716
H -0.877 -2.011 0.311
H -1.727 -2.810 -2.096
C -2.765 2.112 2.630
S -3.828 1.274 -3.745
H -2.371 3.579 0.334
C -3.842 -2.577 -2.376
C -0.385 0.002 -2.238
H 5.323 -2.518 0.827
O 0.530 0.180 -3.020
H 6.316 -1.094 2.564
H -1.593 4.415 1.682
C 1.124 -0.831 -0.610
H -0.609 3.675 0.418
H -1.587 1.438 -0.137
C 5.143 -1.439 0.782



[8]
28
Properties=species:S:1:pos:R:3 method="wB97M-V/def2-TZVPD" lumo_ev=-0.18 relative_energy_ev=1.461 largest_force_ha_per_bohr=0.052 molar_mass_g_mol=173.24 orbital_gap_ev=7.092
H 0.635 3.088 0.230
C -0.219 2.634 -0.270
C 0.992 -1.282 -1.848
H -0.174 1.460 3.541
C -1.518 0.579 -0.400
C 0.959 0.513 -0.136
H -1.707 1.870 2.803
H -0.284 2.780 2.419
C 0.873 -2.588 -2.242
H -1.121 3.156 0.048
H -0.387 1.349 1.510
C 0.587 -3.561 -1.287
H 1.478 0.573 0.832
H 1.223 -0.511 -2.580
H 1.514 1.089 -0.881
H -1.494 0.521 -1.491
N -0.309 1.227 0.122
C 0.832 -0.938 -0.506
C 0.422 -3.216 0.050
C -0.642 1.754 2.586
H 0.490 -4.601 -1.579
H -1.591 -0.428 0.007
H -2.367 1.177 -0.070
H 0.199 -4.021 0.742
Na 0.160 -0.636 2.526
H 1.008 -2.866 -3.281
C 0.541 -1.864 0.507
H -0.102 2.738 -1.354